(1)
Entry from OMol25: a molecular structure, C57H114N6O21 at a distorted geometry (ωB97M-V/def2-TZVPD).

Cartesian coordinates (Å):
C (-0.435, -2.217, 1.264)
C (-0.305, -2.024, -0.262)
C (-1.669, -2.362, -0.971)
C (-2.741, -1.198, -0.988)
C (-2.000, -0.055, -1.653)
C (-0.737, 0.512, -0.954)
N (0.204, -0.643, -0.614)
O (1.476, -0.378, -0.678)
C (-1.107, 1.167, 0.341)
C (-0.179, 1.528, -1.988)
C (0.667, -3.024, -0.874)
H (-1.352, -1.852, 1.729)
H (0.367, -1.827, 1.892)
H (-0.520, -3.292, 1.431)
H (-2.047, -3.312, -0.598)
H (-1.419, -2.486, -2.026)
H (-3.162, -1.034, 0.006)
H (-3.663, -1.490, -1.490)
H (-2.663, 0.746, -1.983)
H (-1.713, -0.479, -2.616)
H (-0.311, 1.623, 0.928)
H (-1.519, 0.377, 0.972)
H (-1.956, 1.830, 0.165)
H (-0.212, 1.103, -2.990)
H (0.877, 1.716, -1.791)
H (-0.662, 2.504, -1.994)
H (0.263, -3.975, -0.524)
H (1.709, -3.077, -0.552)
H (0.755, -3.006, -1.961)
C (4.576, -7.956, -0.491)
C (4.404, -6.479, -0.785)
C (4.726, -5.725, 0.568)
C (6.259, -5.506, 0.700)
C (6.963, -5.024, -0.531)
C (6.824, -5.870, -1.698)
N (5.326, -5.974, -1.891)
O (4.713, -5.179, -2.725)
C (7.455, -7.236, -1.505)
C (7.434, -5.159, -2.904)
C (2.883, -6.118, -1.063)
H (3.660, -8.260, 0.016)
H (5.419, -8.253, 0.128)
H (4.473, -8.487, -1.439)
H (4.404, -6.270, 1.456)
H (4.228, -4.759, 0.643)
H (6.771, -6.321, 1.216)
H (6.303, -4.802, 1.535)
H (8.007, -4.809, -0.293)
H (6.657, -3.985, -0.679)
H (8.545, -7.199, -1.465)
H (7.059, -7.966, -2.208)
H (7.382, -7.590, -0.476)
H (7.362, -5.744, -3.823)
H (8.495, -4.910, -2.893)
H (6.956, -4.210, -3.147)
H (2.777, -5.034, -1.059)
H (2.333, -6.645, -0.285)
H (2.614, -6.485, -2.053)
C (0.390, 4.454, 1.523)
C (-0.492, 5.793, 1.414)
C (-1.676, 5.690, 0.408)
C (-2.931, 6.393, 0.799)
C (-3.341, 6.143, 2.245)
C (-2.292, 6.444, 3.304)
N (-0.947, 5.868, 2.912)
O (-0.061, 6.036, 3.861)
C (-2.775, 5.794, 4.573)
C (-2.109, 7.998, 3.515)
C (0.200, 7.131, 1.216)
H (1.036, 4.294, 0.661)
H (-0.266, 3.593, 1.649)
H (1.012, 4.456, 2.418)
H (-1.897, 4.619, 0.417)
H (-1.448, 5.866, -0.644)
H (-3.774, 6.310, 0.114)
H (-2.811, 7.480, 0.848)
H (-3.632, 5.089, 2.208)
H (-4.314, 6.564, 2.499)
H (-2.967, 4.727, 4.466)
H (-3.703, 6.232, 4.939)
H (-2.067, 5.856, 5.400)
H (-1.196, 8.435, 3.914)
H (-2.944, 8.294, 4.151)
H (-2.306, 8.498, 2.566)
H (-0.427, 7.942, 0.842)
H (0.961, 7.250, 0.440)
H (0.806, 7.534, 2.028)
C (-1.824, -6.185, -1.128)
C (-2.356, -6.690, 0.172)
C (-2.276, -5.633, 1.268)
N (-2.818, -6.015, 2.629)
C (-2.848, -4.754, 3.513)
C (-2.051, -7.162, 3.365)
C (-3.061, -8.275, 3.582)
C (-4.374, -7.626, 3.771)
C (-4.277, -6.532, 2.685)
H (-2.495, -5.401, -1.487)
H (-1.806, -6.924, -1.928)
H (-0.882, -5.649, -1.006)
H (-1.584, -7.435, 0.381)
H (-3.368, -7.062, 0.017)
H (-2.630, -4.672, 0.897)
H (-1.229, -5.495, 1.544)
H (-3.154, -3.869, 2.954)
H (-1.845, -4.470, 3.830)
H (-3.626, -4.943, 4.249)
H (-1.573, -6.828, 4.283)
H (-1.360, -7.534, 2.610)
H (-2.916, -8.917, 4.450)
H (-3.114, -8.875, 2.673)
H (-4.402, -7.162, 4.757)
H (-5.118, -8.349, 3.443)
H (-5.057, -5.769, 2.624)
H (-4.587, -7.030, 1.763)
C (-1.750, 2.589, -5.380)
C (-2.741, 3.779, -5.437)
C (-2.930, 4.489, -4.087)
N (-3.777, 5.788, -4.213)
C (-3.186, 6.713, -5.260)
C (-3.753, 6.430, -2.792)
C (-4.908, 7.408, -2.865)
C (-5.935, 6.760, -3.847)
C (-5.286, 5.609, -4.582)
H (-2.157, 1.770, -4.789)
H (-0.794, 2.948, -4.994)
H (-1.530, 2.238, -6.388)
H (-3.507, 3.277, -6.038)
H (-2.462, 4.365, -6.315)
H (-1.961, 4.958, -3.903)
H (-3.207, 3.956, -3.178)
H (-3.873, 7.555, -5.195)
H (-3.283, 6.186, -6.206)
H (-2.141, 6.808, -4.964)
H (-2.809, 6.820, -2.413)
H (-4.060, 5.616, -2.133)
H (-4.545, 8.427, -2.996)
H (-5.384, 7.447, -1.884)
H (-6.170, 7.445, -4.665)
H (-6.863, 6.478, -3.355)
H (-5.385, 5.556, -5.663)
H (-5.657, 4.743, -4.033)
C (4.190, -2.559, 2.526)
C (3.805, -1.115, 2.951)
C (4.622, -0.005, 2.318)
N (4.228, 1.418, 2.751)
C (4.223, 1.620, 4.308)
C (2.999, 1.895, 1.936)
C (3.458, 2.315, 0.532)
C (4.929, 2.690, 0.636)
C (5.313, 2.336, 2.125)
H (5.229, -2.406, 2.229)
H (3.491, -2.858, 1.747)
H (4.235, -3.309, 3.315)
H (3.985, -0.962, 4.017)
H (2.752, -0.878, 2.790)
H (4.639, -0.037, 1.226)
H (5.685, -0.034, 2.560)
H (4.092, 2.697, 4.385)
H (5.075, 1.245, 4.872)
H (3.334, 1.045, 4.568)
H (2.804, 2.844, 2.437)
H (2.249, 1.106, 1.947)
H (2.832, 2.987, -0.055)
H (3.397, 1.453, -0.135)
H (5.194, 3.723, 0.416)
H (5.499, 2.023, -0.011)
H (5.487, 3.297, 2.610)
H (6.310, 1.898, 2.153)
O (0.952, 4.808, -2.524)
C (0.687, 5.785, -3.458)
O (1.087, 5.534, -4.600)
O (-0.103, 6.662, -3.072)
H (0.199, 5.275, -2.116)
O (-5.224, 3.643, 0.838)
C (-4.978, 3.555, -0.454)
O (-4.063, 2.887, -0.919)
O (-5.798, 4.314, -1.021)
H (-5.823, 4.202, 0.267)
O (0.466, -1.237, -3.577)
C (-0.035, -2.156, -4.510)
O (-0.925, -1.696, -5.261)
O (0.507, -3.269, -4.607)
H (-0.188, -0.686, -4.048)
O (3.634, -0.827, -2.878)
C (4.451, -1.056, -1.809)
O (4.253, -2.201, -1.325)
O (5.285, -0.224, -1.374)
H (3.138, -1.627, -2.648)
O (0.778, 1.562, 5.319)
C (-0.002, 1.678, 4.199)
O (-0.069, 0.719, 3.397)
O (-0.677, 2.736, 4.121)
H (0.590, 2.520, 5.355)
O (-5.164, -2.288, 1.102)
C (-6.159, -2.747, 1.933)
O (-7.228, -2.144, 1.701)
O (-5.967, -3.430, 2.954)
H (-5.974, -1.830, 0.773)

HOMO energy	-6.8	eV
relative energy (zero: lowest compared OMol25 entry of this formula, charge and spin)	0.00	kcal per mole
lowest unoccupied orbital energy	-0.1510	hartree
gap between HOMO and LUMO	2.7	eV
spin multiplicity	1

Results of the Mulliken charge analysis, in e, for atoms 1 through 6:
1. C -1.185
2. C 2.590
3. C -0.571
4. C -1.477
5. C -1.617
6. C 2.427

=====

(2)
Entry from OMol25: 2 unconnected molecules or ions with the total composition Cl2HNS (ωB97M-V/def2-TZVPD).

Cartesian coordinates (Å):
N (1.074, 0.146, 0.043)
S (-1.729, -0.263, 0.283)
Cl (1.123, 1.850, 0.131)
Cl (1.449, -0.372, -1.527)
H (-1.918, -1.360, 1.070)

HOMO energy (alpha / beta)	-9.6 / -10.0	eV
relative energy (zero: lowest compared OMol25 entry of this formula, charge and spin)	74.63	kcal per mole
lowest unoccupied orbital energy (alpha / beta)	-0.0810 / -0.0623	hartree
gap between HOMO and LUMO (alpha / beta)	7.4 / 8.3	eV
spin multiplicity	1

Mulliken analysis output, partial charges in e:
1. N -0.108
2. S -0.143
3. Cl 0.044
4. Cl 0.054
5. H 0.152

=====

(3)
Entry from OMol25: a molecular structure, C20H42AlBrF2MgNO7S2 at a distorted geometry (ωB97M-V/def2-TZVPD).

Cartesian coordinates (Å):
C (-5.908, -1.107, -1.532)
C (-5.274, -0.801, -2.977)
C (-4.384, -2.008, -3.562)
C (-2.829, -1.613, -3.584)
C (-2.295, -1.777, -2.063)
C (-1.739, -3.246, -1.739)
C (-0.431, -3.082, -0.829)
C (-0.439, -3.914, 0.538)
C (-1.840, -3.962, 1.301)
C (-2.501, -2.543, 1.586)
C (-1.839, -1.801, 2.851)
C (-0.837, -0.689, 2.222)
C (0.245, -0.297, 3.344)
C (1.690, -0.937, 3.074)
C (2.583, 0.144, 2.276)
C (3.991, 0.242, 3.051)
S (5.045, 1.617, 2.364)
O (5.669, 1.074, 1.095)
O (6.190, 1.861, 3.344)
N (4.141, 3.030, 2.097)
S (5.234, 4.297, 1.839)
O (4.573, 5.648, 1.947)
O (5.818, 4.143, 0.468)
H (-6.966, -0.684, -1.486)
H (-5.911, -2.209, -1.263)
H (-5.302, -0.557, -0.746)
H (-4.706, 0.181, -2.906)
H (-6.135, -0.663, -3.722)
H (-4.669, -2.279, -4.629)
H (-4.509, -2.934, -2.915)
H (-2.736, -0.533, -3.928)
H (-2.187, -2.285, -4.235)
H (-3.153, -1.453, -1.379)
H (-1.494, -0.960, -1.940)
H (-1.408, -3.681, -2.750)
H (-2.517, -3.960, -1.333)
H (-0.147, -1.991, -0.620)
H (0.446, -3.494, -1.449)
H (0.296, -3.379, 1.247)
H (0.020, -4.955, 0.384)
H (-1.631, -4.437, 2.327)
H (-2.564, -4.685, 0.787)
H (-3.603, -2.746, 1.891)
H (-2.556, -1.885, 0.660)
H (-1.248, -2.527, 3.515)
H (-2.601, -1.208, 3.462)
H (-0.276, -1.098, 1.324)
H (-1.411, 0.230, 1.854)
H (-0.120, -0.755, 4.342)
H (0.260, 0.850, 3.403)
H (1.666, -1.909, 2.492)
H (2.196, -1.116, 4.077)
H (2.094, 1.176, 2.292)
H (2.698, -0.143, 1.182)
H (4.526, -0.762, 2.926)
H (3.783, 0.472, 4.142)
H (6.187, 4.225, 2.875)
Al (-1.739, 0.759, 4.683)
C (3.530, 3.541, -1.712)
C (2.622, 2.414, -1.264)
O (1.233, 2.797, -1.322)
C (0.695, 2.829, -2.538)
O (1.247, 2.567, -3.574)
O (-0.594, 3.240, -2.418)
C (-1.242, 3.413, -3.655)
H (3.329, 4.447, -1.136)
H (4.577, 3.264, -1.579)
H (3.372, 3.790, -2.762)
H (2.834, 2.176, -0.220)
H (2.790, 1.502, -1.844)
H (-1.175, 2.508, -4.273)
H (-0.798, 4.298, -4.207)
H (-2.296, 3.613, -3.460)
Br (-1.418, 5.661, -3.474)
F (8.261, 4.580, 1.380)
Mg (8.417, 3.851, 3.476)
F (-4.832, -3.371, 2.908)

HOMO energy	-9.2	eV
lowest unoccupied orbital energy	-0.2891	hartree
total charge	+1
gap between HOMO and LUMO	1.4	eV
spin multiplicity	1

Results of the Mulliken charge analysis, in e, for atoms 1 through 6:
1. C -0.940
2. C -0.323
3. C -0.644
4. C -0.659
5. C 0.308
6. C -0.500

=====

(4)
Entry from OMol25: 7 unconnected molecules or ions with the total composition C18H48BF10N4O10S2 at a distorted geometry (ωB97M-V/def2-TZVPD).

Cartesian coordinates (Å):
B (0.666, -0.931, 0.949)
F (1.988, -0.528, 0.871)
F (0.465, -2.111, 1.691)
F (-0.107, 0.106, 1.550)
F (0.085, -1.130, -0.321)
C (3.044, -2.868, -1.450)
C (2.365, -3.993, -0.707)
C (2.796, -4.184, 0.717)
O (2.085, -5.239, 1.283)
C (2.023, -5.153, 2.693)
N (0.882, -3.848, -0.722)
H (0.399, -4.665, -0.357)
H (0.582, -3.006, -0.212)
H (0.567, -3.601, -1.681)
H (4.095, -3.146, -1.560)
H (2.990, -1.890, -0.979)
H (2.638, -2.804, -2.459)
H (2.608, -4.937, -1.202)
H (2.675, -3.241, 1.277)
H (3.883, -4.345, 0.795)
H (1.403, -4.301, 2.989)
H (3.037, -5.012, 3.088)
H (1.615, -6.073, 3.096)
C (-5.035, -1.104, -0.338)
C (-3.935, -0.558, -1.217)
C (-4.162, 0.864, -1.644)
O (-3.045, 1.338, -2.321)
C (-3.146, 2.716, -2.628)
N (-2.621, -0.605, -0.448)
H (-1.849, -0.097, -0.886)
H (-2.796, -0.440, 0.546)
H (-2.318, -1.582, -0.440)
H (-5.282, -0.468, 0.508)
H (-4.837, -2.153, -0.101)
H (-5.926, -1.219, -0.964)
H (-3.728, -1.223, -2.053)
H (-4.377, 1.512, -0.778)
H (-5.103, 0.859, -2.217)
H (-3.148, 3.328, -1.714)
H (-4.064, 3.001, -3.158)
H (-2.295, 2.965, -3.254)
C (-0.326, -0.266, 4.841)
C (1.044, 0.324, 4.775)
C (2.130, -0.690, 4.477)
O (3.314, 0.069, 4.253)
C (4.430, -0.728, 3.895)
N (1.111, 1.334, 3.671)
H (2.076, 1.680, 3.629)
H (0.948, 0.907, 2.749)
H (0.512, 2.164, 3.749)
H (-0.670, -0.818, 3.970)
H (-1.045, 0.543, 5.033)
H (-0.506, -0.889, 5.721)
H (1.347, 0.863, 5.671)
H (1.904, -1.254, 3.568)
H (2.289, -1.302, 5.369)
H (4.725, -1.339, 4.760)
H (5.291, -0.092, 3.700)
H (4.235, -1.354, 3.021)
C (2.555, 2.501, -1.359)
C (1.138, 3.007, -1.516)
C (0.816, 3.359, -2.960)
O (-0.379, 4.104, -2.962)
C (-0.742, 4.459, -4.276)
N (0.123, 2.017, -1.016)
H (0.244, 1.753, -0.033)
H (-0.790, 2.454, -1.191)
H (0.289, 1.160, -1.586)
H (2.834, 1.871, -2.208)
H (2.657, 1.857, -0.482)
H (3.233, 3.344, -1.265)
H (0.931, 3.922, -0.955)
H (0.708, 2.425, -3.530)
H (1.649, 3.957, -3.341)
H (-1.014, 3.584, -4.876)
H (0.072, 4.945, -4.832)
H (-1.547, 5.187, -4.227)
C (-3.104, 2.591, 2.097)
F (-4.226, 3.300, 2.113)
F (-2.882, 2.089, 3.322)
F (-3.277, 1.530, 1.249)
S (-1.667, 3.619, 1.561)
O (-0.525, 2.750, 1.888)
O (-1.835, 3.856, 0.144)
O (-1.708, 4.744, 2.449)
C (0.022, -1.203, -5.282)
F (1.344, -1.189, -5.439)
F (-0.496, -0.093, -5.813)
F (-0.482, -2.256, -5.891)
S (-0.407, -1.233, -3.495)
O (0.177, -0.047, -2.888)
O (-1.848, -1.263, -3.436)
O (0.212, -2.483, -3.054)

HOMO energy	-12.1	eV
relative energy (zero: lowest compared OMol25 entry of this formula, charge and spin)	0.00	kcal per mole
lowest unoccupied orbital energy	-0.0850	hartree
total charge	+1
gap between HOMO and LUMO	9.7	eV
spin multiplicity	1

Results of the Mulliken charge analysis, in e, for atoms 1 through 6:
1. B -0.085
2. F -0.310
3. F -0.044
4. F -0.468
5. F 0.269
6. C -1.305

=====

no.,calculated total energy (eV)
1,-112874.5997
2,-37381.9221
3,-146410.2505
4,-95403.7570